Entry 1:
Formula: C45H106N7O8
Source: the Open Molecules 2025 dataset
Level of theory: the ωB97M-V functional and the def2-TZVPD basis

Results
**Kohn-Sham gap**: 5.07 eV
**Strongest force on any atom**: 1.9 eV/A
**Total charge**: -1
**Molar mass**: 873.38 g/mol
**Lowest unoccupied orbital energy**: 0.08051 Ha

```
166
Properties=species:S:1:pos:R:3:lowdin_charge:R:1
C -0.552 0.516 -0.305 -0.134
C -0.521 1.647 0.728 -0.561
O 0.271 1.343 1.777 -0.320
H 0.476 0.448 -0.687 0.046
H -1.261 0.681 -1.124 0.036
H -0.758 -0.446 0.174 0.048
H -1.590 1.757 1.103 0.065
H -0.295 2.633 0.239 0.065
C -1.054 5.972 0.421 -0.070
C 0.452 5.738 0.554 -0.407
C 1.238 6.441 -0.526 -0.199
O 1.025 7.855 -0.443 -0.211
C 0.631 8.445 -1.657 -0.124
N 0.929 6.269 1.855 0.039
H -1.340 6.998 0.653 0.074
H -1.597 5.276 1.064 0.064
H -1.432 5.746 -0.586 0.073
H 0.673 4.669 0.546 0.125
H 0.968 6.085 -1.525 0.115
H 2.309 6.263 -0.384 0.125
H 0.380 9.484 -1.448 0.084
H -0.264 7.952 -2.058 0.084
H 1.431 8.397 -2.405 0.085
H 0.248 6.118 2.588 0.066
H 1.051 7.269 1.748 0.054
C -0.106 -0.926 8.741 -0.078
C 0.221 -0.836 7.240 -0.433
C -0.989 -0.640 6.352 -0.221
O -0.507 -0.410 5.056 -0.194
C -1.496 -0.190 4.076 -0.109
N 1.266 0.157 6.952 0.050
H -0.580 0.001 9.080 0.071
H 0.784 -1.190 9.307 0.066
H -0.867 -1.691 8.956 0.068
H 0.720 -1.788 7.025 0.111
H -1.606 0.235 6.599 0.132
H -1.548 -1.589 6.362 0.118
H -1.146 -0.689 3.174 0.063
H -1.627 0.872 3.856 0.087
H -2.466 -0.607 4.394 0.080
H 2.103 -0.035 7.488 0.058
H 0.974 1.099 7.187 0.076
C 0.636 -4.541 5.970 -0.075
C 0.027 -5.047 4.673 -0.411
C -0.410 -3.892 3.797 -0.220
O -0.919 -4.423 2.598 -0.187
C -1.549 -3.455 1.793 -0.098
N 1.120 -5.733 3.920 0.038
H 1.353 -3.736 5.823 0.068
H 1.192 -5.340 6.469 0.071
H -0.168 -4.249 6.656 0.074
H -0.813 -5.725 4.843 0.135
H 0.400 -3.189 3.571 0.118
H -1.169 -3.306 4.342 0.128
H -0.882 -2.597 1.641 0.067
H -2.514 -3.119 2.187 0.092
H -1.726 -3.898 0.810 0.073
H 1.184 -6.708 4.185 0.062
H 0.872 -5.714 2.936 0.056
C 5.873 -2.059 4.530 -0.087
C 4.786 -1.065 4.082 -0.438
C 3.917 -1.693 3.015 -0.248
O 2.923 -0.805 2.596 -0.134
C 1.939 -1.420 1.804 -0.114
N 3.989 -0.572 5.207 0.049
H 6.559 -1.576 5.232 0.065
H 6.492 -2.378 3.686 0.069
H 5.444 -2.914 5.058 0.072
H 5.346 -0.240 3.630 0.137
H 3.506 -2.668 3.329 0.125
H 4.603 -1.975 2.190 0.125
H 0.992 -1.530 2.352 0.061
H 2.209 -2.396 1.385 0.080
H 1.600 -0.728 1.028 0.064
H 3.453 -1.368 5.560 0.063
H 4.576 -0.388 6.020 0.061
C -3.774 0.767 -2.584 -0.038
C -4.816 0.770 -1.467 -0.515
C -4.295 -0.183 -0.384 -0.133
C -4.921 0.074 0.980 -0.168
C -4.748 1.516 1.398 -0.142
C -5.210 2.553 0.382 -0.520
N -4.879 2.121 -0.966 -0.111
O -5.316 3.031 -1.948 -0.015
C -6.729 2.728 0.536 -0.034
C -4.472 3.849 0.663 -0.039
C -6.161 0.235 -2.000 -0.022
H -2.893 1.320 -2.262 0.072
H -4.157 1.265 -3.479 0.082
H -3.433 -0.239 -2.832 0.067
H -4.494 -1.220 -0.677 0.120
H -3.203 -0.149 -0.335 0.098
H -4.480 -0.579 1.733 0.108
H -5.984 -0.179 0.876 0.101
H -3.694 1.644 1.664 0.101
H -5.318 1.658 2.322 0.122
H -7.042 3.260 1.437 0.079
H -7.103 3.309 -0.315 0.075
H -7.295 1.793 0.487 0.074
H -4.470 4.111 1.728 0.091
H -3.400 3.631 0.556 0.074
H -4.745 4.727 0.082 0.080
H -6.684 1.035 -2.525 0.077
H -6.794 -0.215 -1.239 0.070
H -5.917 -0.521 -2.753 0.080
H -4.585 3.649 -2.046 0.102
C 2.187 4.330 -5.090 -0.017
C 2.500 3.020 -5.881 -0.523
C 3.990 2.997 -6.176 -0.152
C 4.796 2.566 -4.957 -0.187
C 4.334 1.194 -4.503 -0.132
C 2.855 1.109 -4.121 -0.503
N 2.083 1.800 -5.201 -0.111
O 0.701 1.758 -4.981 -0.014
C 2.435 -0.343 -4.242 -0.043
C 2.509 1.691 -2.759 -0.007
C 1.754 3.080 -7.218 -0.042
H 2.883 4.475 -4.267 0.065
H 2.269 5.170 -5.776 0.084
H 1.180 4.242 -4.681 0.072
H 4.271 2.273 -6.955 0.123
H 4.333 3.966 -6.543 0.120
H 5.879 2.674 -5.023 0.110
H 4.564 3.290 -4.156 0.099
H 4.904 0.874 -3.630 0.127
H 4.409 0.530 -5.370 0.118
H 2.558 -0.795 -5.225 0.090
H 1.411 -0.509 -3.900 0.070
H 3.024 -0.962 -3.550 0.082
H 1.429 1.663 -2.609 0.073
H 2.808 2.743 -2.709 0.076
H 2.975 1.206 -1.901 0.097
H 2.199 3.809 -7.901 0.081
H 1.780 2.108 -7.710 0.088
H 0.714 3.382 -7.079 0.079
H 0.476 2.505 -4.406 0.081
C -2.186 -3.113 -2.389 -0.027
C -0.728 -3.392 -2.687 -0.513
C 0.131 -2.565 -1.753 -0.135
C 1.602 -2.953 -1.774 -0.170
C 1.718 -4.425 -1.424 -0.128
C 0.918 -5.337 -2.357 -0.519
N -0.452 -4.809 -2.462 -0.098
O -1.279 -5.638 -3.236 -0.018
C 1.599 -5.475 -3.725 -0.026
C 0.847 -6.716 -1.713 -0.043
C -0.485 -2.941 -4.148 -0.020
H -2.451 -3.505 -1.404 0.081
H -2.860 -3.496 -3.152 0.085
H -2.327 -2.032 -2.309 0.066
H 0.095 -1.492 -1.957 0.102
H -0.244 -2.668 -0.728 0.105
H 2.191 -2.341 -1.087 0.106
H 2.026 -2.699 -2.751 0.078
H 1.298 -4.573 -0.424 0.121
H 2.760 -4.759 -1.425 0.125
H 2.431 -6.180 -3.733 0.085
H 0.896 -5.838 -4.487 0.075
H 1.907 -4.518 -4.151 0.066
H 0.392 -7.451 -2.380 0.079
H 1.832 -7.044 -1.384 0.084
H 0.173 -6.695 -0.853 0.088
H -1.130 -3.459 -4.864 0.080
H 0.568 -2.922 -4.416 0.059
H -0.841 -1.907 -4.248 0.090
H -0.990 -5.544 -4.158 0.077
```

***

Entry 2:
Formula: C2H4O4
Source: the Open Molecules 2025 dataset
Level of theory: the ωB97M-V functional and the def2-TZVPD basis

Results
**Kohn-Sham gap**: 10.86 eV
**Strongest force on any atom**: 4.0 eV/A
**Molar mass**: 92.05 g/mol
**Lowest unoccupied orbital energy**: 0.02742 Ha
**Energy relative to the best compared isomer or geometry (same formula, charge and spin)**: 147.0 kcal/mol
**SMILES string**: CC(=O)OOO

```
10
Properties=species:S:1:pos:R:3:lowdin_charge:R:1
C -0.942 -0.946 0.947 0.042
C -0.383 -0.066 -0.076 -0.362
O -0.869 0.670 -0.861 0.148
O 1.147 -0.129 0.111 -0.044
O 1.905 0.398 -0.947 -0.121
O 1.641 1.726 -1.218 -0.033
H -0.167 -1.130 1.612 0.079
H -1.357 -1.880 0.744 0.094
H -1.675 -0.387 1.337 0.064
H 0.700 1.743 -1.649 0.133
```

***

Entry 3:
Formula: C10H14BrCl16O5P
Source: the Open Molecules 2025 dataset
Level of theory: the ωB97M-V functional and the def2-TZVPD basis

Results
**Kohn-Sham gap**: 10.24 eV
**Strongest force on any atom**: 1.6 eV/A
**Molar mass**: 892.34 g/mol
**Lowest unoccupied orbital energy**: -0.00138 Ha
**SMILES string**: C[C@@H](Br)CO[P@](=O)(O)OCCCO.ClC(Cl)(Cl)Cl.ClC(Cl)(Cl)Cl.ClC(Cl)(Cl)Cl.ClC(Cl)(Cl)Cl

```
47
Properties=species:S:1:pos:R:3:lowdin_charge:R:1
C -4.709 1.035 -2.587 -0.154
C -4.034 -0.319 -2.730 -0.717
Br -3.092 -0.322 -4.437 0.733
C -3.045 -0.440 -1.600 -0.300
O -2.127 -1.522 -1.828 -0.193
P -0.841 -1.560 -0.877 0.322
O -0.561 -2.905 -0.442 -0.262
O -1.104 -0.579 0.348 -0.149
O 0.294 -0.941 -1.770 -0.129
C 1.214 -0.016 -1.137 -0.243
C 1.067 1.391 -1.697 -0.120
C 0.101 2.300 -0.931 -0.237
O 0.797 3.429 -0.390 -0.100
H -4.993 1.162 -1.546 0.082
H -3.982 1.808 -2.790 0.066
H -5.566 1.121 -3.233 0.076
H -4.779 -1.098 -2.712 0.098
H -3.612 -0.588 -0.686 0.130
H -2.493 0.491 -1.590 0.111
H -1.842 -0.951 0.861 0.097
H 1.180 -0.045 -0.054 0.026
H 2.204 -0.357 -1.413 0.073
H 2.052 1.839 -1.707 0.119
H 0.753 1.276 -2.727 0.119
H -0.383 1.779 -0.112 0.092
H -0.642 2.717 -1.595 0.112
H 1.169 3.140 0.452 0.009
Cl 2.256 -7.289 0.802 0.513
C 1.209 -6.047 0.101 -2.049
Cl 2.030 -4.486 0.157 0.504
Cl 0.846 -6.463 -1.576 0.528
Cl -0.293 -5.954 1.023 0.527
Cl 4.929 -1.492 -1.333 0.548
C 4.820 -1.202 0.406 -2.032
Cl 5.159 0.500 0.744 0.531
Cl 3.190 -1.590 0.961 0.523
Cl 5.988 -2.218 1.251 0.543
Cl 2.228 -0.915 4.611 0.544
C 0.659 -0.369 4.020 -2.023
Cl -0.371 -1.765 3.695 0.556
Cl -0.103 0.668 5.227 0.540
Cl 0.882 0.540 2.518 0.510
Cl 0.987 3.522 3.006 0.500
C 0.710 5.252 3.264 -2.036
Cl 1.337 5.709 4.849 0.532
Cl 1.536 6.175 2.008 0.546
Cl -1.024 5.580 3.197 0.533
```

***

Entry 4:
Formula: C8H14OSi
Source: the Open Molecules 2025 dataset
Level of theory: the ωB97M-V functional and the def2-TZVPD basis

Results
**Kohn-Sham gap**: 10.30 eV
**Strongest force on any atom**: 3.6 eV/A
**Molar mass**: 154.28 g/mol
**Lowest unoccupied orbital energy**: 0.02915 Ha
**Energy relative to the best compared isomer or geometry (same formula, charge and spin)**: 15.9 kcal/mol
**SMILES string**: CC#CC(=O)C[Si](C)(C)C

```
24
Properties=species:S:1:pos:R:3:lowdin_charge:R:1
C -4.396 1.217 -1.307 -0.108
C -3.280 0.512 -0.592 -0.090
C -2.235 -0.043 -0.325 0.064
C -1.063 -0.907 0.207 -0.489
O -1.170 -1.389 1.325 0.040
C 0.159 -1.150 -0.600 -0.156
Si 1.571 -0.136 0.363 0.586
C 0.872 1.567 0.695 -0.144
C 3.050 -0.259 -0.818 -0.158
C 1.889 -1.253 1.804 -0.182
H -4.765 2.058 -0.682 0.070
H -5.237 0.508 -1.512 0.081
H -3.828 1.636 -2.260 0.118
H -0.061 -0.913 -1.582 0.048
H 0.363 -2.243 -0.435 0.115
H 0.037 1.851 0.133 0.011
H 0.577 1.554 1.703 0.020
H 1.552 2.388 0.793 0.028
H 3.524 -1.169 -0.861 0.001
H 2.621 0.076 -1.698 -0.002
H 3.870 0.430 -0.588 0.039
H 2.227 -2.166 1.388 0.017
H 2.674 -0.687 2.336 0.038
H 1.050 -1.482 2.513 0.054
```

***

Entry 5:
Formula: C30H20Cl6O5PTeTi
Source: the Open Molecules 2025 dataset
Level of theory: the ωB97M-V functional and the def2-TZVPD basis

Results
**Kohn-Sham gap (spin up / spin down)**: 5.75 / 6.13 eV
**Strongest force on any atom**: 0.8 eV/A
**Total charge**: -1
**Molar mass**: 879.64 g/mol
**2S+1**: 3
**Lowest unoccupied orbital energy (spin up / spin down)**: 0.08065 / 0.08070 Ha
**⟨S²⟩**: 2.01

```
64
Properties=species:S:1:pos:R:3:lowdin_charge:R:1
Ti 0.181 0.701 -0.446 0.463
Cl -1.331 2.487 2.154 0.653
C 0.412 2.532 2.214 -0.671
C 1.137 2.031 1.128 -0.240
C 2.518 2.155 1.271 -0.703
Cl 3.524 1.523 -0.013 0.698
C 3.155 2.695 2.385 -0.717
Cl 4.880 2.794 2.475 0.647
C 2.384 3.134 3.454 -0.715
Cl 3.139 3.775 4.870 0.643
C 0.997 3.050 3.370 -0.699
Cl 0.031 3.575 4.707 0.670
O -0.316 -0.691 1.048 -0.409
P -0.271 -1.301 2.408 0.827
C -0.709 -3.043 2.289 -0.254
C -1.242 -3.749 3.364 -0.078
C -1.520 -5.100 3.235 -0.086
C -1.272 -5.747 2.031 -0.086
C -0.751 -5.041 0.955 -0.069
C -0.468 -3.689 1.079 -0.043
C 1.368 -1.211 3.142 -0.243
C 1.621 -1.538 4.475 -0.091
C 2.910 -1.459 4.975 -0.079
C 3.955 -1.068 4.145 -0.070
C 3.714 -0.779 2.811 -0.069
C 2.424 -0.858 2.306 -0.064
C -1.457 -0.513 3.499 -0.300
C -2.783 -0.543 3.062 -0.082
C -3.755 0.150 3.760 -0.073
C -3.409 0.877 4.892 -0.079
C -2.091 0.924 5.318 -0.109
C -1.110 0.236 4.617 -0.111
H -1.454 -3.236 4.296 0.106
H -1.940 -5.648 4.070 0.100
H -1.495 -6.801 1.929 0.100
H -0.570 -5.542 0.013 0.107
H -0.079 -3.123 0.240 0.108
H 0.811 -1.853 5.122 0.104
H 3.101 -1.699 6.013 0.101
H 4.959 -0.992 4.542 0.104
H 4.522 -0.479 2.157 0.098
H 2.238 -0.642 1.264 0.063
H -3.040 -1.076 2.153 0.122
H -4.778 0.144 3.407 0.107
H -4.168 1.430 5.431 0.103
H -1.816 1.523 6.176 0.095
H -0.075 0.330 4.915 0.096
Te -2.275 1.870 -1.138 0.752
C -2.695 1.285 -3.134 -0.660
C -1.685 1.017 -4.059 -0.158
C -1.988 0.655 -5.364 -0.103
C -3.309 0.560 -5.780 -0.126
C -4.324 0.830 -4.871 -0.122
C -4.018 1.186 -3.565 -0.184
H -0.648 1.094 -3.753 0.068
H -1.183 0.446 -6.060 0.096
H -3.545 0.278 -6.799 0.086
H -5.361 0.759 -5.181 0.089
H -4.818 1.389 -2.863 0.074
O 1.987 -1.204 -1.119 -0.365
Cl 1.246 -0.805 -2.297 0.645
O 1.315 0.663 -2.365 -0.434
O 1.761 -1.399 -3.478 -0.277
O -0.151 -1.127 -2.077 -0.359
```

***

Entry 6:
Formula: C8H9N2O
Source: the Open Molecules 2025 dataset
Level of theory: the ωB97M-V functional and the def2-TZVPD basis

Results
**Kohn-Sham gap**: 9.31 eV
**Strongest force on any atom**: 4.7 eV/A
**Total charge**: +1
**Molar mass**: 149.17 g/mol
**Lowest unoccupied orbital energy**: -0.17923 Ha
**Energy relative to the best compared isomer or geometry (same formula, charge and spin)**: 76.5 kcal/mol
**SMILES string**: C=C(C#N)C/[N+](C)=C\C=C=O

```
20
Properties=species:S:1:pos:R:3:lowdin_charge:R:1
C -2.551 1.203 -0.199 0.141
C -1.870 0.059 -0.101 -0.244
C -2.156 -1.068 0.696 -0.196
N -2.308 -1.932 1.440 0.222
C -0.468 0.047 -0.792 -0.061
N 0.619 -0.393 0.064 -0.142
C 1.362 0.580 0.663 -0.027
C 1.014 -1.621 0.053 0.018
C 0.369 -2.781 -0.499 0.007
C -0.708 -2.876 -1.280 -0.129
O -1.464 -3.182 -2.095 0.301
H -2.221 2.071 -0.654 0.059
H -3.610 1.330 0.041 0.106
H -0.403 -0.691 -1.601 0.123
H -0.459 1.170 -1.117 0.168
H 1.491 0.454 1.680 0.095
H 2.401 0.532 0.303 0.130
H 1.057 1.597 0.411 0.123
H 1.868 -1.697 0.699 0.161
H 0.816 -3.758 -0.526 0.145
```

***

- Which of these has the highest strongest force on any atom?
  C8H9N2O

***

- The lowest strongest force on any atom belongs to which entry?
  C30H20Cl6O5PTeTi

***

- Look up the molar mass of the sixth one.
  149.17 g/mol

***

- Number 5 is which compound?
  C30H20Cl6O5PTeTi